# 1
DFT (the ωB97M-V functional and the def2-TZVPD basis) results for a cluster of 3 separate species, C16H33F4NO6P2S2Si in total.

Geometry as XYZ:
```
65
Properties=species:S:1:pos:R:3:forces:R:3
C 3.181 2.252 -1.580 -0.5086 -0.2914 0.4152
C 2.001 2.503 -0.632 0.0733 0.4410 -0.0539
P 0.413 2.595 -1.579 -0.1254 -0.7172 -0.1477
C 0.706 3.993 -2.743 -0.0633 0.1688 0.1162
Si -0.994 3.405 -0.039 0.0725 0.2221 -0.0992
C -2.754 3.398 -0.749 -0.0477 0.2230 -0.4562
C -3.614 4.446 -0.133 0.0900 -0.1485 0.3434
O -3.660 4.741 1.014 -0.0544 0.0237 0.0260
F -4.399 5.081 -1.024 -0.0634 0.0725 -0.1320
C -0.809 2.563 1.635 -0.1839 -0.1283 -0.1905
C -1.568 1.272 1.918 0.2311 0.0833 0.6698
O -1.167 0.721 3.169 -0.0273 0.0716 -0.0648
C -1.295 0.163 0.910 -0.1309 -0.0935 0.1314
F -1.610 -1.046 1.389 -0.0933 -0.0061 -0.0068
F -0.007 0.116 0.545 0.0866 -0.0042 -0.0431
F -2.030 0.346 -0.206 0.0506 0.1019 -0.0968
P -0.405 5.555 0.447 0.2274 0.1093 1.1521
N 0.088 5.625 1.961 0.0898 -0.2031 -0.5733
H 2.940 1.405 -2.227 0.1024 0.0847 -0.1542
H 4.034 1.949 -0.984 0.2711 0.1861 -0.1554
H 3.409 3.125 -2.186 0.0852 -0.0081 -0.0285
H 2.168 3.412 -0.045 0.0460 0.0017 -0.0188
H 1.924 1.683 0.082 -0.1047 -0.0623 -0.0434
H 1.310 3.616 -3.568 0.0232 0.0055 0.0008
H -0.244 4.323 -3.167 -0.0092 0.0084 0.0024
H 1.212 4.850 -2.298 0.0149 0.0007 -0.0173
H -3.265 2.442 -0.619 0.1569 -0.0829 0.1055
H -2.694 3.561 -1.828 -0.0483 -0.0343 0.0062
H 0.256 2.389 1.801 0.0161 0.0035 -0.0139
H -1.115 3.305 2.379 0.0206 0.0757 -0.0337
H -2.645 1.460 1.952 -0.0547 -0.0953 -0.3087
H -1.168 1.434 3.819 0.0419 -0.0294 -0.0515
H 0.573 5.957 -0.485 -0.2205 -0.0087 -0.2754
H -1.489 6.415 0.135 0.0651 -0.0132 -0.2696
H 1.027 6.009 2.002 -0.1139 0.1311 0.2359
O 6.292 -1.655 -2.454 0.0426 0.0461 -0.0240
S 5.530 -1.303 -1.284 -0.1360 0.0271 0.0627
O 5.348 0.082 -0.923 0.1631 -0.1042 -0.0287
C 3.937 -2.119 -1.364 -0.1040 -0.1419 0.0318
C 4.173 -3.464 -0.685 0.0561 0.0059 0.0140
C 5.021 -3.163 0.559 -0.0102 0.0201 -0.0312
C 6.159 -2.231 0.123 -0.0369 -0.1390 0.1837
H 3.634 -2.191 -2.405 0.0536 0.0647 -0.0207
H 3.228 -1.506 -0.807 0.0187 0.0243 -0.0047
H 3.231 -3.946 -0.427 0.0008 -0.0045 -0.0006
H 4.718 -4.128 -1.358 -0.0114 0.0057 -0.0147
H 4.403 -2.665 1.309 -0.0053 0.0125 -0.0135
H 5.415 -4.072 1.009 0.0003 0.0033 0.0091
H 6.450 -1.523 0.895 0.0356 0.0478 -0.0562
H 7.031 -2.781 -0.223 -0.0085 0.0282 -0.0708
O -2.188 -5.275 -0.628 0.0259 -0.0104 -0.0527
S -3.594 -4.967 -0.689 -0.0925 0.0094 0.0215
O -4.313 -5.071 -1.933 0.0749 -0.0259 -0.0445
C -4.440 -5.902 0.584 -0.0574 -0.0143 0.1825
C -4.388 -4.996 1.809 0.0312 0.0407 -0.0265
C -4.709 -3.584 1.302 0.0002 -0.0280 -0.0133
C -3.864 -3.347 0.045 -0.0915 0.1582 0.1577
H -3.932 -6.855 0.711 0.0349 0.0071 -0.0821
H -5.462 -6.062 0.244 0.0075 0.0048 -0.0307
H -5.091 -5.322 2.574 0.0031 0.0012 0.0045
H -3.386 -5.017 2.243 0.0004 -0.0166 -0.0022
H -5.770 -3.518 1.053 0.0015 -0.0188 -0.0080
H -4.501 -2.827 2.057 0.0004 0.0055 -0.0046
H -4.359 -2.717 -0.689 0.0520 -0.0327 -0.0652
H -2.886 -2.936 0.286 0.0358 -0.0646 -0.0430
```
Positions in Å, forces in eV/Å.

Results
- E_HOMO (Ha) = -0.3010
- Kohn-Sham gap (eV) = 8.588
- SMILES = CCP(C)[Si@@](CC(=O)F)(C[C@H](O)C(F)(F)F)[PH2]=N.O=S1(=O)CCCC1.O=S1(=O)CCCC1
- F_max (hartree/bohr) = 0.023
- energy above the lowest of the compared OMol25 structures with the same formula, charge and spin (eV) = 0.0000

# 2
DFT (the ωB97M-V functional and the def2-TZVPD basis) results for a cluster of 7 separate species, C59H81F2N10O5S2 in total.

Geometry as XYZ:
```
159
Properties=species:S:1:pos:R:3:forces:R:3
C 0.906 -1.015 2.321 -0.5189 0.4485 -0.0836
C -0.212 -0.371 1.530 0.4839 -0.4531 1.2148
O 0.106 0.433 0.499 -0.1680 0.2399 -0.4079
H 0.463 -1.439 3.222 0.0807 -0.4570 -0.0182
H 1.500 -0.188 2.711 0.6487 -0.3995 -0.1554
H 1.405 -1.789 1.739 0.5210 0.1668 0.4307
H -0.920 0.025 2.258 -0.5751 0.8829 -0.0043
H -0.845 -1.165 1.133 -0.4620 -0.4826 -0.6708
C -1.222 3.258 -0.560 1.3850 1.9393 1.3664
N -0.362 4.004 0.510 -2.2752 -0.9035 -0.2017
C 0.135 5.207 0.137 -0.2405 -1.7424 0.7348
C 0.851 5.932 1.063 -0.2561 -0.0184 -0.7448
C 0.856 5.502 2.380 -0.7038 -0.7393 1.1342
C 0.176 4.289 2.774 0.5953 1.6013 -0.4582
C -0.447 3.559 1.809 0.9996 0.5877 -1.0338
C 1.416 6.405 3.410 1.7997 -0.2351 0.0087
C 2.693 7.031 3.215 -1.6499 0.6524 0.5235
C 3.082 8.030 4.104 -0.0484 -1.5620 0.3655
N 2.334 8.264 5.221 -0.0195 0.1142 0.6088
C 1.233 7.562 5.501 0.1360 -0.4293 -1.0066
C 0.768 6.571 4.603 -0.2278 1.4457 1.1436
C 2.839 9.236 6.271 0.1003 0.6605 -0.6347
H -1.942 4.018 -0.863 -0.3282 -0.4120 -0.0664
H -1.666 2.400 -0.054 0.2464 0.0304 -0.5216
H -0.498 3.116 -1.362 -0.4257 -0.7593 -0.0849
H -0.152 5.426 -0.881 0.5778 0.6480 -0.0974
H 1.337 6.837 0.728 -0.1171 0.2830 0.2939
H 0.123 3.978 3.807 0.1023 0.0253 0.0863
H -0.924 2.612 2.013 -0.1791 0.0388 -0.2161
H 3.276 6.737 2.355 0.2822 0.4295 0.0689
H 4.066 8.476 4.091 -0.0752 0.3920 -0.2272
H 0.721 7.814 6.418 -0.0449 -0.1209 0.0847
H -0.153 6.087 4.889 -0.0823 -0.1153 -0.1961
H 3.890 8.996 6.437 -0.2108 -0.0228 0.3673
H 2.208 9.264 7.159 0.1854 -0.7225 -0.0272
H 2.764 10.256 5.895 0.1349 -0.0652 -0.4455
C 3.795 6.370 -7.374 1.1846 0.7225 0.5429
N 3.615 5.759 -6.049 -0.7304 -1.6799 0.0999
C 3.129 6.497 -5.043 -0.1392 -1.2946 1.3846
C 2.906 5.881 -3.797 0.6971 -1.2624 0.1991
C 3.203 4.488 -3.598 -0.7715 1.8841 0.3285
C 3.588 3.796 -4.722 1.0311 -0.9451 -0.3390
C 3.803 4.402 -5.947 -0.8280 1.6712 0.8008
C 3.097 3.816 -2.226 1.0154 -1.1539 -0.4025
C 2.947 2.401 -2.032 -0.9182 1.3055 1.2323
C 2.800 1.934 -0.716 1.0233 0.2305 -1.1556
N 3.063 2.709 0.355 -0.0537 1.3329 1.9765
C 3.365 4.027 0.254 -0.2819 -0.1627 -3.9594
C 3.384 4.559 -1.085 -0.2230 -0.0840 1.3102
C 2.913 2.190 1.778 -0.7033 -0.8095 -0.6867
H 2.898 6.185 -7.964 0.3687 0.2528 -0.2495
H 4.754 5.996 -7.733 -0.4084 -0.3172 -0.6498
H 4.043 7.405 -7.137 -0.6192 0.2561 -0.6318
H 2.880 7.532 -5.229 0.2327 0.1334 -0.0680
H 2.596 6.447 -2.931 -0.2208 0.4026 -0.3172
H 3.916 2.775 -4.592 -0.2013 -0.2567 -0.3501
H 4.010 3.890 -6.875 0.4482 -0.0382 0.1046
H 2.817 1.689 -2.835 -0.0249 0.1217 -0.0806
H 2.573 0.896 -0.519 0.0176 0.0382 0.2096
H 3.535 4.682 1.096 0.1923 -0.5569 0.2738
H 3.634 5.590 -1.288 0.1190 0.1977 0.6476
H 3.597 2.639 2.499 0.2724 -0.0026 -0.4972
H 2.996 1.104 1.746 0.4404 0.1519 0.0963
H 1.888 2.384 2.094 0.1068 0.1826 -0.0971
C -3.435 0.633 -2.141 -0.3965 -0.5398 -0.1039
N -2.529 -0.220 -3.000 0.9720 1.4319 1.8208
C -3.065 -0.628 -4.138 0.9088 0.4741 -1.4031
C -2.245 -1.133 -5.142 1.5000 -1.2053 1.1153
C -0.800 -1.285 -4.891 -2.7012 0.2407 -1.8139
C -0.331 -0.850 -3.663 -0.2237 -0.7913 -0.1917
C -1.211 -0.369 -2.705 -0.1146 0.5887 -0.7383
C 0.129 -1.766 -6.013 0.4137 0.8676 1.5996
C 1.417 -1.215 -6.088 1.2604 -0.3410 -2.2846
C 2.295 -1.566 -7.178 -2.6685 -1.3104 0.3659
N 1.890 -2.530 -8.080 -1.5718 0.6251 2.1298
C 0.623 -3.120 -7.941 1.2753 1.0100 0.6660
C -0.240 -2.744 -6.914 0.3650 0.0362 -0.9416
C 2.866 -3.054 -9.032 1.1537 -0.5301 0.2417
H -4.385 0.098 -2.135 0.0324 0.0613 0.4983
H -3.673 1.596 -2.594 0.4685 -0.0481 -0.4185
H -3.057 0.827 -1.137 0.1589 -0.5156 -0.1724
H -4.076 -0.265 -4.246 -0.3580 -0.7206 -0.5411
H -2.752 -1.563 -5.993 0.2630 0.3746 -0.4984
H 0.726 -1.029 -3.526 0.0582 0.4078 0.7434
H -0.864 0.068 -1.780 -0.1010 -0.1978 0.2725
H 1.806 -0.434 -5.451 -0.2864 -0.0109 0.2079
H 3.272 -1.148 -7.371 0.0043 0.0822 0.1941
H 0.286 -3.921 -8.583 0.5982 0.0128 -0.5638
H -1.209 -3.220 -6.879 -0.0255 -0.0919 -0.0270
H 2.508 -2.964 -10.057 0.1408 -0.5579 0.1444
H 3.194 -4.000 -8.601 -0.9533 -0.9708 -0.9030
H 3.866 -2.641 -8.893 -0.3567 1.3340 -0.2779
C -5.754 -3.059 -1.298 -0.2756 -0.9120 0.6685
N -4.297 -3.260 -1.296 1.9934 -0.2818 -1.0356
C -3.782 -3.933 -2.377 -2.2281 1.2445 0.3409
C -2.467 -4.102 -2.596 0.8356 -0.7567 0.2981
C -1.589 -3.803 -1.561 1.6564 1.0354 0.9201
C -2.046 -3.121 -0.399 -2.1984 -1.1421 -1.6055
C -3.454 -2.848 -0.327 1.6921 -0.9153 0.2548
C -0.097 -4.127 -1.634 -0.2831 1.4307 0.5248
C 0.385 -5.265 -2.251 1.1121 -0.8145 0.2191
C 1.747 -5.595 -2.151 0.7830 2.8655 2.3501
N 2.604 -4.732 -1.380 -1.8005 -0.9279 -1.2948
C 2.177 -3.536 -0.840 -1.4403 -2.2205 -2.4468
C 0.813 -3.216 -1.047 1.5878 -0.4104 0.5426
C 4.049 -5.071 -1.367 0.2426 -0.0905 -0.0403
H -6.088 -3.789 -0.561 -0.6328 0.6800 0.5316
H -6.190 -3.463 -2.212 0.2230 0.4929 -0.1887
H -5.987 -2.007 -1.136 -0.2459 -0.3460 0.2438
H -4.573 -4.215 -3.056 0.3123 -0.2750 -0.3569
H -2.165 -4.590 -3.511 0.1479 -0.0981 0.0119
H -1.402 -3.025 0.463 -0.1237 0.2332 0.0648
H -3.840 -2.459 0.604 -0.4659 0.2864 -0.1661
H -0.296 -5.950 -2.735 0.1012 -0.2072 -0.1013
H 2.273 -6.448 -2.554 -0.3088 -0.1989 -0.0860
H 2.940 -2.864 -0.476 -0.0600 -0.1606 0.4381
H 0.592 -2.211 -0.719 -0.7236 -0.0680 0.1622
H 4.493 -4.439 -2.136 0.3798 0.0817 0.3541
H 4.244 -6.105 -1.653 -0.4190 -0.0126 0.0322
H 4.457 -4.948 -0.363 0.0107 0.3219 -0.1204
C -2.853 0.357 5.152 0.1758 -0.7779 1.8233
C -2.561 -1.225 5.054 -1.9840 1.3804 -1.6581
C -3.950 -2.069 4.849 2.3537 0.0579 1.7216
N -3.648 -3.592 4.672 0.5992 -0.3831 -0.0697
C -2.856 -3.731 3.361 -1.3861 -0.2879 0.3774
C -2.761 -5.177 2.876 0.3015 1.2577 0.7824
C -4.164 -5.707 2.662 0.7202 -0.6501 0.1729
C -4.903 -5.804 4.046 1.5068 -0.6600 -2.6750
C -4.975 -4.401 4.617 -0.0876 -0.5896 -0.2170
C -2.736 -4.147 5.769 -1.0406 0.8428 0.4426
H -1.980 1.009 5.123 0.6204 -0.4351 -1.0264
H -3.052 0.641 6.185 -0.8035 -0.4980 0.2803
H -3.666 0.807 4.582 0.0262 -0.4787 -0.3496
H -1.940 -1.596 5.870 -0.2561 0.1761 -0.0134
H -1.989 -1.290 4.129 0.2369 -0.4854 -0.0084
H -4.592 -1.705 4.047 0.2643 -0.2394 -0.1911
H -4.486 -1.938 5.790 -0.2300 -0.3420 -0.0624
H -3.569 -3.193 2.737 0.4428 0.3381 -0.8808
H -1.882 -3.253 3.468 -0.1982 0.0240 0.1775
H -2.123 -5.161 1.993 -0.0997 -0.1087 -0.3290
H -2.166 -5.715 3.614 -0.1574 -0.3906 -0.0339
H -4.670 -5.027 1.977 -0.4119 0.2682 -0.0545
H -4.032 -6.626 2.092 -0.6060 -0.4144 0.4539
H -5.882 -6.232 3.830 -0.3012 0.4797 0.4563
H -4.381 -6.592 4.588 0.0464 0.4024 0.5896
H -5.625 -3.868 3.923 -0.1205 0.4099 0.3978
H -5.441 -4.573 5.588 0.2895 1.1621 0.3298
H -2.738 -5.237 5.747 0.0563 0.2128 -0.1616
H -3.208 -3.806 6.690 0.2663 -0.2308 0.2213
H -1.743 -3.707 5.672 -0.0020 -0.2673 -0.0351
N 2.195 -3.973 6.045 -0.5360 -2.5828 -4.6870
S 1.659 -2.560 6.119 -2.6591 4.9182 7.4095
O 0.175 -2.512 6.153 2.0519 0.9337 -1.4784
O 2.517 -1.565 5.551 -1.0971 0.6203 -1.3674
F 1.897 -2.256 7.687 0.2046 -0.7025 -1.1908
S 1.749 -4.044 4.372 4.1376 -6.2846 -3.0032
O 2.791 -3.552 3.408 -2.7417 -0.4721 2.3511
O 0.385 -4.031 3.912 -0.4870 1.5758 0.2187
F 1.898 -5.725 4.181 0.5206 2.4054 0.7991
```
Positions in Å, forces in eV/Å.

Results
- total charge = +8
- E_HOMO (spin up / spin down) (Ha) = -0.7854 / -0.7854
- 2S+1 = 2
- Kohn-Sham gap (spin up / spin down) (eV) = 3.174 / 2.828
- ⟨S²⟩ = 0.755
- F_max (hartree/bohr) = 0.181